The following is a DFT calculation (ωB97M-V/def2-TZVPD) of a structure of composition C43H33Br2F2N5O14S.

```
100
Properties=species:S:1:pos:R:3:forces:R:3:mulliken_charge:R:1
C 0.7936 5.4448 -2.6841 -0.28 -0.28 0.21 -1.64
O 1.8135 -2.8673 4.2204 -0.11 -0.04 0.02 -0.41
C -0.8759 -5.5263 -0.1054 0.58 0.70 -0.09 -2.10
H -4.0643 2.1117 1.5450 0.25 -0.03 -0.09 -0.44
C 2.4381 -3.0543 0.8015 -0.19 0.17 -0.20 0.33
O -5.1291 1.4961 -2.5532 0.00 -0.17 -0.26 -0.48
C 3.6907 -0.1904 -6.2307 -0.11 -0.12 -0.35 -0.83
C 1.0578 4.0092 -0.6468 -0.35 -0.69 -0.57 -0.96
H 4.5114 -1.8191 3.9155 -0.12 -0.30 -0.05 0.33
O 2.4769 -1.4541 -7.7599 -0.47 -0.14 0.16 -0.76
C -4.0495 -0.8516 -1.1156 1.03 -0.40 -0.36 0.78
C 3.9134 2.0128 -1.3124 0.68 2.47 2.62 0.09
N -1.4951 -6.2731 2.0933 0.47 -0.37 -0.03 -0.45
N 0.6131 -1.1288 1.8030 0.04 -0.56 -0.04 1.11
O 4.9322 1.0350 -4.6217 -0.11 -0.03 -0.04 -0.76
C -1.6357 2.9741 0.0914 0.17 -0.12 1.02 -0.74
H -2.4107 2.2586 -0.1767 -0.19 0.12 -0.17 -0.12
O -3.0482 -0.4664 -1.6237 -0.20 0.22 -0.10 -0.39
C -5.5541 0.7841 -1.7092 0.07 0.44 -0.06 0.68
H 3.3453 1.4213 -2.0410 0.58 0.80 0.12 -0.19
C -4.1909 3.0808 2.0325 -0.33 0.25 0.47 0.77
C -6.4103 1.2646 -0.5710 -0.12 -0.58 0.34 -0.83
H -4.7230 3.6464 4.0470 0.09 0.17 0.10 0.38
C -0.8056 -6.4832 1.0507 -0.43 0.24 -0.17 -0.09
C 1.2385 -3.9326 1.1077 0.19 0.25 0.90 -0.82
H 3.8044 3.3348 1.7719 0.12 0.17 0.13 0.49
O 2.4950 -2.2762 -0.0905 0.09 0.05 -0.02 -0.58
O -3.3725 4.0809 1.4671 0.03 -0.06 0.11 -0.49
N -5.1316 -4.9062 1.1867 0.12 -0.64 0.24 -0.58
H 5.0101 -0.5112 2.8748 0.14 -0.02 -0.33 0.36
C 1.3844 -1.1159 -5.6006 0.09 -0.25 -0.91 0.21
Br 0.0250 2.6859 -2.8995 0.14 -0.04 -0.04 -0.05
C -1.6568 -1.4796 0.9645 0.03 0.76 0.20 -0.48
C 2.0362 1.9252 0.3147 0.59 0.38 0.10 0.97
H -6.3702 0.5890 0.2822 0.05 -0.08 -0.03 0.30
H 5.6602 2.1748 -2.4982 -0.08 -0.05 -0.19 0.48
C -0.3672 2.2004 0.3526 0.25 0.22 -0.44 0.03
O 5.2566 -2.1140 0.9995 -0.18 -0.35 0.08 -0.50
C -0.3888 -1.9722 1.2373 -0.70 -0.45 -0.21 -0.01
C 0.6935 4.1551 -1.9175 0.24 0.45 -0.32 0.25
F -0.3447 -3.0578 4.0580 -0.46 0.15 -0.12 -0.22
N 5.4395 3.5396 0.5422 0.24 -0.02 -0.11 -0.77
H -1.6915 3.0878 2.2457 -0.19 0.08 0.22 0.34
C 0.7889 -2.3919 3.8688 1.17 -0.23 -0.05 0.32
C 0.6869 0.1778 1.2247 0.99 0.23 -0.01 -0.72
C -4.2322 -4.7960 0.4744 -0.69 0.94 -0.35 0.53
H -1.5085 3.7075 -0.6893 -0.06 -0.04 -0.27 0.59
C 5.9254 3.1997 -0.6565 -0.48 -0.24 0.10 -0.47
H 1.8279 5.7745 -2.7456 0.07 0.06 -0.02 0.35
H 3.3062 -0.8609 3.1015 -0.17 -0.18 -0.10 0.04
H 0.2092 6.1878 -2.1402 0.09 0.24 -0.08 0.38
C -0.4264 0.9405 0.9354 -0.96 -0.47 0.17 1.21
H 4.4295 -0.0583 -7.0173 0.08 0.03 0.12 0.36
C 4.3858 -2.2324 1.8049 1.39 0.41 -0.91 0.84
C -0.1772 -0.2046 3.9295 -0.15 0.15 0.04 0.53
H 1.3005 -4.2339 2.1540 0.13 -0.15 0.02 0.33
C -2.3830 -3.5728 0.1103 0.95 0.75 0.56 0.53
C -4.0287 2.9697 3.5545 -0.22 -0.23 -0.22 -1.26
C 4.2881 -1.3127 2.9768 -0.44 0.16 0.69 -0.65
O -5.2992 -0.6021 -1.6834 -0.15 0.25 0.90 -0.39
Br 1.8295 5.5055 0.2433 -0.21 -0.24 0.19 -0.11
N 0.6930 -1.1182 3.2550 -0.98 0.37 0.43 0.23
C 3.4031 2.3688 -0.0609 0.57 0.14 -0.63 -0.54
H 2.8183 0.1035 1.0880 0.09 -0.09 -0.07 0.27
H -3.0178 3.2033 3.8735 0.10 -0.04 0.04 0.33
O 0.3455 -1.6988 -5.9547 0.28 0.20 0.32 -0.79
O 0.1145 0.8874 4.2521 0.15 0.26 -0.13 -0.46
C -0.1226 -3.2990 0.8906 0.86 -0.22 -0.54 0.27
H -4.2714 1.9601 3.8874 0.06 -0.06 0.05 0.28
O 2.9506 0.4832 -2.7359 -1.40 -2.90 -2.19 -0.36
H -1.4290 4.6337 1.4220 0.04 0.04 0.23 0.31
H -5.2188 3.3974 1.8539 -0.04 0.00 -0.27 0.45
S -2.0117 0.2210 1.3192 0.15 -0.08 0.07 0.23
H 0.9020 -0.6477 -3.5535 -0.08 -0.17 -0.11 0.50
H -6.1033 2.2515 -0.2465 -0.01 0.19 -0.23 0.19
C 2.8274 0.1033 -3.9263 -1.21 -0.91 -1.07 0.29
H -4.8003 -2.4410 0.1086 -0.07 -0.06 -0.02 0.51
C 5.2006 2.4448 -1.5555 0.79 -0.06 -0.82 -0.47
F -1.3821 -0.7007 4.2479 -0.07 -0.33 0.11 -0.26
O -3.3981 -4.3990 -0.4352 0.36 -0.37 0.23 -0.59
C -4.0318 -1.6752 0.1646 -0.41 -0.12 -0.34 -1.48
O 3.4738 -3.2861 1.6919 -0.75 0.29 0.52 -0.35
C 0.9051 2.6953 0.0328 0.17 0.07 0.73 0.54
C 1.6537 -0.5682 -4.3381 0.13 0.55 1.14 -0.65
C -1.1143 -4.0892 0.3179 -0.67 -0.81 -0.34 0.74
C -2.6633 -2.2579 0.4175 -0.92 0.02 -0.14 0.36
C 3.9334 0.3669 -4.9737 -0.08 0.02 0.34 0.55
C 1.9296 0.6833 0.9095 -0.27 -0.06 -0.01 -0.93
H 0.3793 5.3276 -3.6779 0.05 0.02 -0.12 0.43
H 1.3783 -4.8472 0.5437 -0.10 -0.05 -0.20 0.63
H -0.1686 -7.3600 0.9146 0.04 -0.07 0.04 0.43
C -2.0066 3.7103 1.4045 0.17 -0.08 -0.80 -0.61
H 0.0500 -5.5379 -0.6785 0.06 -0.26 -0.07 0.58
H -1.3160 -7.0373 2.7458 -0.22 0.11 0.16 0.24
H -7.4445 1.2742 -0.9108 -0.08 0.16 -0.03 0.36
C 2.5438 -0.9520 -6.6282 0.84 0.37 -0.12 0.42
H 6.9228 3.5187 -0.9302 0.14 0.18 0.22 0.37
H -4.3260 -1.0299 0.9929 -0.08 0.12 0.00 0.53
C 4.2131 3.0964 0.7913 -0.50 0.14 1.04 0.25
H -1.6484 -5.8160 -0.8124 -0.10 -0.24 0.05 0.56
```
Positions in Å, forces in eV/Å.

DFT total energy = -237593.092 eV
HOMO-LUMO gap = 0.13002 Eh
charge = -2
LUMO = 0.1079 Eh


The following is a DFT calculation (ωB97M-V/def2-TZVPD) of a structure of composition C43H33ClF3N2P2PdSTe.

```
87
Properties=species:S:1:pos:R:3:forces:R:3:mulliken_charge:R:1
C 5.6429 -1.8965 0.5213 0.01 0.01 -0.02 -0.67
H -0.3397 6.7112 -1.5366 -0.01 -0.02 0.02 0.37
H -3.5199 -0.2236 -1.4636 0.03 -0.04 0.00 0.46
H -0.9656 4.8337 -3.0267 0.01 -0.01 0.02 0.41
H 0.0828 3.9700 1.7260 0.07 -0.02 0.01 0.36
C -4.7619 -2.0848 3.3434 -0.04 -0.05 -0.04 0.29
C -0.6806 -3.4599 -0.4671 -0.21 0.11 0.13 -1.97
C 4.2482 -0.1586 -1.1370 0.08 -0.01 0.01 -0.31
H -2.6188 2.4659 1.5123 -0.03 0.01 0.03 0.41
H -5.9273 -0.5747 -0.8927 0.03 0.03 0.02 0.43
H 5.8569 2.7361 1.4553 0.04 0.00 -0.06 0.35
C -0.1287 0.9387 3.2035 0.01 0.01 0.00 -0.67
C -1.8626 1.6476 4.7115 -0.05 -0.01 0.03 -0.49
P 1.7401 -0.6941 -0.0367 -0.03 0.66 -0.77 1.84
H 0.6553 -1.7767 -5.5823 0.00 0.00 0.03 0.38
C -3.0806 -1.4835 1.5369 -0.22 -0.01 -0.04 1.99
C 4.4738 3.9083 -1.8686 0.12 0.00 0.04 -0.49
C 5.4275 3.0688 0.5163 -0.06 0.03 0.01 -0.39
H -3.5618 2.5876 3.7914 0.04 0.02 0.00 0.39
H -2.2727 1.7035 5.7131 0.02 0.00 -0.03 0.35
H -4.2898 -5.6380 1.4868 0.01 0.03 0.01 0.40
C -3.8982 -5.0806 0.6460 -0.01 -0.02 -0.02 -0.80
H 7.2903 3.8079 -0.2656 -0.04 0.00 0.02 0.35
H 3.7254 -2.3586 1.3817 0.01 0.01 0.00 0.42
C -4.2478 -4.0426 -1.4984 0.01 0.03 -0.06 -0.90
C -4.7343 -4.7459 -0.4085 0.08 0.00 0.03 0.41
C -0.7414 3.3473 -1.4929 -0.03 0.02 0.02 -0.23
C -0.4321 3.0785 -0.1590 -0.05 -0.12 -0.14 0.37
H -4.9089 -3.7979 -2.3205 0.02 0.00 0.02 0.40
H 4.1186 4.2601 -2.8333 -0.01 -0.02 0.03 0.38
C -2.9204 -3.6525 -1.5156 -0.02 0.02 -0.02 -0.13
F -6.0986 -2.0180 3.5709 0.08 -0.04 0.05 -0.35
Te 2.8034 1.9334 1.6578 -0.14 0.03 -0.62 0.42
Pd -0.5651 -1.2774 0.2486 -0.59 -0.50 -0.04 -0.92
H 2.2694 -2.9217 -1.7851 -0.04 -0.02 -0.02 0.32
H -1.0093 2.5280 -2.1519 0.00 0.01 0.02 0.37
C 3.5595 -0.9133 -0.1890 -0.03 -0.13 0.38 0.14
C 1.5215 1.0823 0.2085 -0.25 -0.29 0.90 -1.53
S -1.6945 -2.0032 2.3986 0.27 0.15 -0.05 -0.46
H 7.3998 -1.2296 -0.5134 -0.02 0.01 0.01 0.38
H 0.1827 6.2660 0.8417 -0.02 -0.02 -0.01 0.39
C 6.3236 -1.1404 -0.4215 -0.02 -0.01 0.01 -0.52
H 2.5471 3.1775 -1.2323 0.03 -0.01 0.00 0.45
C -0.0835 5.4474 0.1828 -0.01 -0.03 0.01 -0.71
C -3.8169 -0.6373 -0.5050 0.06 0.14 0.00 -0.85
H -2.5409 -3.0861 -2.3607 -0.02 -0.01 0.01 0.45
C 4.2620 -1.7794 0.6387 -0.01 0.00 -0.02 -0.23
C -0.1233 4.1504 0.6798 -0.05 0.03 -0.07 -0.31
C -5.1461 -0.8091 -0.1830 -0.07 0.02 0.02 -1.18
C -2.5717 -4.6871 0.6145 -0.01 0.00 0.07 -0.07
H 3.6975 0.5254 -1.7725 0.03 -0.02 0.01 0.38
H 1.7931 -3.4443 -4.1449 0.02 0.02 0.02 0.42
C -0.8104 1.4850 2.1244 -0.17 0.03 -0.14 0.95
H 0.7833 0.3794 3.0336 0.11 0.04 -0.01 0.34
C -2.5832 2.1483 3.6342 -0.01 -0.01 -0.06 -0.71
C 5.6250 -0.2674 -1.2496 -0.04 0.00 0.02 -0.65
C -2.0582 2.0701 2.3529 0.07 0.00 0.06 -0.71
N -2.8257 -0.9489 0.3211 -0.03 -0.37 0.15 0.22
C -0.3749 5.6987 -1.1518 0.00 -0.03 0.00 -0.53
C 0.8660 -1.5477 -4.5441 0.00 0.06 0.00 -0.62
Cl -6.4188 -5.2112 -0.3637 -0.01 0.00 0.01 -0.28
H 0.0376 0.4291 -4.6404 0.02 0.00 0.02 0.46
F -4.1801 -1.3406 4.2979 -0.02 -0.01 0.01 -0.20
C 0.5187 -0.3139 -4.0144 0.01 -0.05 0.02 -0.53
H -1.9268 -4.9301 1.4494 -0.02 0.00 -0.01 0.33
C 3.5933 3.3157 -0.9768 -0.03 0.03 -0.05 -0.05
H 6.1562 0.3366 -1.9757 -0.02 -0.01 0.00 0.41
F -4.4074 -3.3634 3.5672 -0.01 0.01 0.01 -0.23
N 5.7772 4.0872 -1.6294 -0.06 -0.05 0.05 -0.69
C 6.2277 3.6675 -0.4460 -0.08 0.02 -0.08 -0.35
H -0.2922 -3.2535 -1.4553 0.11 0.00 -0.11 0.50
H 0.0089 -3.9658 0.1972 0.06 -0.02 0.03 0.52
H 6.1876 -2.5717 1.1702 -0.02 0.00 0.00 0.38
C 0.7895 -0.0223 -2.6808 0.10 -0.03 0.00 -0.14
C 1.7680 -2.1883 -2.4092 -0.02 0.02 0.01 -0.92
C -0.6371 1.0399 4.4920 0.02 -0.07 -0.02 -0.79
C 4.0754 2.8777 0.2490 0.10 0.03 0.15 0.17
C -2.0459 -3.9425 -0.4550 0.01 -0.04 -0.07 0.82
H -0.0875 0.6080 5.3203 -0.02 0.01 -0.03 0.39
C -0.7176 4.6451 -1.9886 0.01 -0.02 0.04 -0.65
H -6.4730 -1.4100 1.3974 0.00 -0.01 0.00 0.52
C 1.4013 -0.9588 -1.8538 0.11 -0.07 -0.10 0.65
C 1.5064 -2.4820 -3.7368 -0.01 -0.03 0.02 -0.38
C -4.4273 -1.6134 1.9606 0.07 0.11 -0.07 -0.96
H 0.5640 0.9558 -2.2828 -0.06 0.06 0.06 0.11
C -5.4442 -1.2887 1.0881 0.04 0.00 -0.02 -0.06
P -0.2545 1.3154 0.3760 0.80 0.37 0.19 1.34
```
Positions in Å, forces in eV/Å.

spin multiplicity = 3
DFT total energy = -108968.953 eV
HOMO-LUMO gap (alpha / beta) = 0.21725 / 0.22565 Eh
energy above the lowest of the compared OMol25 structures with the same formula, charge and spin = 1.186 eV
expectation value of S² = 2.023
charge = -1
LUMO (alpha / beta) = 0.0834 / 0.0591 Eh


The following is a DFT calculation (ωB97M-V/def2-TZVPD) of a structure of composition C43H33ClMnNPS3Sb.

```
84
Properties=species:S:1:pos:R:3:forces:R:3:mulliken_charge:R:1
C 5.0963 -0.9114 -0.1642 0.00 -0.01 -0.15 -0.59
H -2.2109 1.6203 0.6929 0.04 -0.02 0.01 0.65
C 3.7095 -0.0864 3.1223 -0.08 -0.02 0.18 -0.61
Cl 0.1002 -0.7241 -2.5608 -0.01 -0.36 -0.94 -0.08
C -0.0194 0.6194 2.2763 -0.01 -0.08 0.05 0.46
H 0.6603 4.1885 -2.6805 -0.02 -0.01 -0.03 0.45
H 3.4501 0.4120 6.4575 0.00 -0.01 0.00 0.45
C -2.7802 5.7536 -1.8496 0.02 -0.05 0.02 -0.82
H -0.8369 0.0852 -7.2560 0.01 0.02 0.00 0.44
C -1.3558 3.8237 -1.9809 0.05 0.04 0.00 0.86
H -1.6955 2.3682 -6.8621 0.01 0.00 0.00 0.46
H 4.3961 1.4610 4.4333 0.02 -0.02 0.01 0.49
H 1.0184 6.2235 2.8120 -0.03 0.01 -0.02 0.45
C 3.4193 -1.9002 -1.6289 0.15 0.11 -0.05 -0.46
Sb 2.8008 -2.2545 1.2606 -0.25 -0.01 -0.14 1.69
H 2.4871 -2.4340 -1.7765 0.00 -0.03 0.01 0.11
H -4.2027 0.4385 1.5311 0.00 0.00 0.00 0.50
H 2.0443 -7.0380 -0.4522 -0.01 0.00 0.01 0.43
C 4.1883 -1.5531 -2.7288 -0.03 -0.02 -0.01 -0.79
H -3.4116 3.7702 -1.3317 -0.01 0.00 -0.04 0.47
C 3.3189 -0.0651 5.4950 -0.01 0.01 0.01 -0.66
C 0.9211 3.6345 0.6207 0.01 0.03 -0.01 -0.79
C -4.7325 0.0979 -1.7986 0.02 0.00 -0.01 -0.73
C 0.5013 2.6425 1.4993 -0.01 -0.26 -0.06 -1.00
H 1.4138 5.6965 0.4336 0.01 0.00 0.02 0.49
C -1.3906 2.2977 -4.7428 -0.01 0.01 -0.14 -0.41
H 4.1365 0.3729 2.2404 -0.03 0.02 -0.02 0.34
C 2.3157 -5.0565 0.3058 -0.01 -0.06 0.13 -0.70
C 3.2234 -4.9077 2.5673 -0.03 -0.11 -0.13 -0.33
H 2.2023 -1.7113 6.3067 0.00 0.01 0.00 0.47
S -0.0871 1.5057 3.7267 0.01 0.01 0.18 -0.14
H 5.9994 -0.6348 -3.4132 0.00 0.00 0.00 0.44
N 0.2594 1.2877 1.1837 0.07 0.25 -0.11 0.69
S -0.4095 -1.0886 2.3469 -0.07 -0.05 -0.11 -0.01
C 2.3642 -6.4372 0.3881 0.00 0.01 -0.01 -0.71
C -2.5946 4.3859 -1.6862 -0.01 0.07 0.08 -0.48
H -3.7417 6.1955 -1.6264 0.01 0.00 0.00 0.46
C -1.7387 6.5455 -2.3083 0.02 0.02 0.01 -0.56
H -0.0218 -1.2852 -5.3535 -0.02 0.01 0.00 0.54
C 0.3127 2.9447 2.8461 -0.03 0.10 0.10 1.58
H -5.4638 -0.2937 -2.4930 0.01 0.00 0.00 0.46
H 1.9490 -4.5880 -0.5994 0.00 0.02 -0.01 0.23
H 6.7979 -0.0645 -1.1500 0.00 -0.01 0.00 0.45
S 0.4546 -1.6765 0.5720 -0.16 -0.14 -0.09 -0.20
C 3.2639 -6.2940 2.6269 0.01 0.04 0.02 -0.75
H -5.8363 -0.5089 -0.0622 0.01 0.00 0.00 0.45
C 0.8670 5.2134 2.4568 0.03 0.01 -0.04 -0.67
C 2.7387 -4.3068 1.4046 0.01 -0.15 0.06 1.09
H 3.6388 -6.7807 3.5169 0.00 0.00 0.00 0.43
H 0.3077 6.6054 -2.9662 -0.01 0.00 0.00 0.49
C -4.0220 0.5025 0.4662 0.04 0.00 -0.02 -0.84
H 3.5833 -4.3252 3.4050 0.00 0.02 0.01 0.50
C 0.4799 4.2342 3.3467 0.00 -0.04 -0.03 -0.67
C 3.0165 -1.2977 3.0559 0.10 0.14 0.13 0.89
C -0.4654 0.2747 -3.9418 0.06 -0.14 0.12 0.84
C -2.6587 1.2490 -1.3880 -0.05 -0.01 -0.01 0.27
C 3.8564 0.5264 4.3574 -0.01 0.02 -0.04 -0.73
H 1.1257 3.4036 -0.4111 -0.01 -0.03 -0.14 0.50
C 2.6177 -1.2630 5.4141 -0.04 -0.02 -0.01 -0.74
H 3.8562 -1.8172 -3.7241 0.00 0.01 0.00 0.47
C 5.3977 -0.8906 -2.5513 0.00 0.00 -0.01 -0.60
C -0.8632 0.4911 -6.2537 0.01 -0.01 0.01 -0.55
H -1.7729 3.2969 -4.5749 -0.01 -0.02 0.00 0.50
H -3.4478 0.8200 -3.3499 0.01 -0.01 0.01 0.48
H 0.3169 4.4596 4.3918 0.01 -0.01 0.00 0.48
C 5.8501 -0.5694 -1.2791 0.00 0.00 0.04 -0.73
C -1.3440 1.7734 -6.0302 -0.01 0.02 0.05 -0.89
H 1.9028 -2.8214 4.1301 0.01 -0.02 -0.01 0.57
C 3.8823 -1.5686 -0.3555 0.10 0.09 -0.07 1.13
H -1.8905 7.6086 -2.4402 0.00 -0.01 -0.01 0.45
H 5.4730 -0.6831 0.8242 0.01 -0.02 0.00 0.46
C -0.4071 -0.2875 -5.1936 0.00 0.02 -0.07 -0.83
C 2.4548 -1.8921 4.1888 0.11 0.20 0.10 -0.73
C -2.8793 1.1342 -0.0091 -0.12 0.08 0.05 0.06
C -0.4990 5.9831 -2.6021 -0.02 0.00 0.02 -0.80
C -3.5949 0.7262 -2.2814 -0.03 -0.07 0.00 -0.79
C -0.9545 1.5355 -3.6631 0.01 0.02 0.09 -0.41
Mn -0.0360 0.3906 -0.6500 0.20 0.55 0.95 -0.27
H 2.8648 -8.1295 1.6031 0.01 0.00 -0.01 0.42
C -0.3039 4.6239 -2.4372 0.01 0.01 0.01 -0.33
C -4.9432 -0.0208 -0.4292 0.01 -0.01 -0.01 -0.67
P -1.1279 2.0487 -1.9373 -0.04 -0.15 0.00 1.75
C 1.0934 4.9122 1.1063 0.00 0.04 0.05 -0.67
C 2.8319 -7.0496 1.5466 0.00 -0.02 -0.02 -0.56
```
Positions in Å, forces in eV/Å.

spin multiplicity = 4
DFT total energy = -138767.479 eV
HOMO-LUMO gap (alpha / beta) = 0.27140 / 0.26897 Eh
energy above the lowest of the compared OMol25 structures with the same formula, charge and spin = 0.000 eV
expectation value of S² = 3.803
charge = +3
LUMO (alpha / beta) = -0.3193 / -0.3202 Eh


Number 1: largest force on an atom 3.89 eV/A. Number 2: largest force on an atom 1.01 eV/A. Number 3: largest force on an atom 1.12 eV/A.